--- 1 ---
H6O3 | ωB97M-V with the def2-TZVPD basis set

Structure (ORCA input):
```
! wB97M-V def2-TZVPD RIJCOSX def2/J DEFGRID3
* xyz 1 2
O 2.05 1.20 1.26
H 1.86 1.78 0.52
H 2.96 0.93 1.12
O -2.10 -1.46 -2.26
H -1.94 -2.09 -1.56
H -1.91 -0.60 -1.87
O -0.65 0.26 0.89
H -0.45 -0.65 0.69
H 0.18 0.63 1.19
*
```

Computed properties:
- Frontier orbital gap (alpha / beta): 0.4634 / 0.1314 hartree
- E_HOMO (alpha / beta): -17.00 / -15.86 eV
- Molar mass: 54.0 g/mol
- E_LUMO (alpha / beta): -4.39 / -12.28 eV

***

--- 2 ---
H6O3 | ωB97M-V with the def2-TZVPD basis set

Structure (ORCA input):
```
! wB97M-V def2-TZVPD RIJCOSX def2/J DEFGRID3
* xyz 1 2
O -0.64 -1.05 -1.73
H -0.17 -1.87 -1.65
H -1.15 -1.14 -2.54
O 0.17 0.91 0.06
H 0.09 0.18 -0.56
H 0.60 1.60 -0.44
O 0.71 0.41 2.48
H 0.57 0.71 1.58
H -0.18 0.25 2.81
*
```

Computed properties:
- Frontier orbital gap (alpha / beta): 0.4431 / 0.1690 hartree
- E_HOMO (alpha / beta): -16.11 / -16.11 eV
- Molar mass: 54.0 g/mol
- E_LUMO (alpha / beta): -4.05 / -11.51 eV

***

It turns out 2 is the most stable, with the second structure 1.041 eV higher.

***

--- 1 ---
C20H60O10S10 | ωB97M-V with the def2-TZVPD basis set

Structure (ORCA input):
```
! wB97M-V def2-TZVPD RIJCOSX def2/J DEFGRID3
* xyz 0 1
C -1.64 0.79 0.41
S 0.13 1.24 0.21
O 0.91 0.32 1.14
C 0.39 0.53 -1.48
H -1.92 0.96 1.45
H -1.60 -0.30 0.40
H -2.27 1.29 -0.33
H 0.06 1.21 -2.26
H -0.15 -0.41 -1.57
H 1.48 0.46 -1.58
C 4.20 -0.53 1.91
S 5.39 -1.01 0.61
O 6.35 0.14 0.44
C 6.31 -2.21 1.75
H 3.63 -1.33 2.39
H 3.50 0.23 1.57
H 4.70 -0.03 2.74
H 7.30 -2.26 1.28
H 5.83 -3.18 1.87
H 6.42 -1.75 2.73
C 2.95 3.80 1.12
S 3.25 3.70 -0.73
O 4.60 4.48 -1.00
C 3.79 1.97 -0.72
H 2.12 3.13 1.35
H 2.51 4.75 1.41
H 3.90 3.64 1.64
H 3.04 1.45 -0.12
H 4.81 1.88 -0.36
H 3.93 1.57 -1.72
C -6.07 0.44 1.48
S -6.43 1.40 -0.09
O -5.90 0.55 -1.19
C -5.30 2.79 0.28
H -6.99 -0.12 1.66
H -5.73 1.05 2.32
H -5.23 -0.23 1.30
H -4.25 2.60 0.51
H -5.64 3.31 1.18
H -5.24 3.41 -0.62
C 2.88 -1.99 5.37
S 1.30 -2.85 5.04
O 0.70 -3.22 6.41
C 0.38 -1.38 4.51
H 2.70 -1.23 6.14
H 3.29 -1.44 4.53
H 3.58 -2.72 5.78
H 0.97 -0.92 3.71
H 0.28 -0.76 5.40
H -0.57 -1.57 4.01
C 1.03 2.75 6.48
S 0.63 2.01 4.81
O 0.15 3.21 4.11
C 2.34 1.59 4.19
H 1.51 1.97 7.08
H 0.24 3.28 7.00
H 1.79 3.50 6.26
H 2.99 1.02 4.85
H 2.84 2.35 3.60
H 2.19 0.98 3.30
C -5.41 -2.99 -0.93
S -3.77 -3.71 -0.46
O -2.87 -3.00 -1.47
C -3.72 -2.82 1.11
H -5.23 -2.00 -1.35
H -6.05 -2.77 -0.07
H -5.70 -3.68 -1.72
H -2.67 -2.73 1.40
H -4.42 -3.27 1.81
H -3.87 -1.75 0.98
C -1.73 -2.19 -4.69
S -3.54 -2.64 -4.92
O -3.93 -2.67 -6.42
C -3.28 -4.45 -4.38
H -1.17 -2.98 -5.19
H -1.49 -2.13 -3.63
H -1.63 -1.24 -5.21
H -4.01 -5.05 -4.90
H -3.28 -4.67 -3.31
H -2.33 -4.72 -4.83
C -1.56 4.28 -3.90
S -2.06 2.86 -2.86
O -3.23 3.35 -1.95
C -2.83 1.79 -4.09
H -0.49 4.12 -4.02
H -1.74 5.21 -3.36
H -2.09 4.35 -4.85
H -2.07 1.38 -4.76
H -3.54 2.34 -4.71
H -3.29 0.88 -3.68
C 4.61 -1.13 -3.07
S 3.12 -0.31 -3.83
O 3.43 0.21 -5.24
C 2.31 -1.90 -4.11
H 5.22 -0.29 -2.74
H 5.27 -1.65 -3.75
H 4.46 -1.72 -2.16
H 2.28 -2.67 -3.35
H 2.63 -2.44 -5.00
H 1.31 -1.55 -4.37
*
```

Computed properties:
- Frontier orbital gap: 0.3247 hartree
- E_HOMO: -8.86 eV
- Molar mass: 781.4 g/mol
- E_LUMO: -0.02 eV

***

--- 2 ---
C20H60O10S10 | ωB97M-V with the def2-TZVPD basis set

Structure (ORCA input):
```
! wB97M-V def2-TZVPD RIJCOSX def2/J DEFGRID3
* xyz 0 1
C 1.20 1.76 -3.59
S 0.00 0.74 -4.46
O -0.02 1.13 -5.92
C 0.99 -0.86 -4.45
H 2.21 1.38 -3.75
H 1.13 1.73 -2.50
H 1.14 2.82 -3.81
H 1.14 -1.09 -3.40
H 2.03 -0.81 -4.79
H 0.37 -1.64 -4.88
C 0.08 -0.97 -0.06
S -1.00 0.42 -0.63
O -2.32 0.47 0.21
C 0.01 1.63 0.36
H 1.04 -0.84 -0.56
H -0.36 -1.89 -0.44
H 0.32 -1.03 1.01
H -0.14 1.40 1.42
H -0.44 2.60 0.15
H 1.09 1.55 0.41
C -1.44 4.83 1.23
S -3.20 4.90 0.81
O -3.39 6.40 0.52
C -3.28 3.76 -0.60
H -1.17 3.90 1.73
H -1.57 5.51 2.08
H -0.75 5.18 0.46
H -3.24 2.78 -0.13
H -2.41 3.96 -1.23
H -4.22 3.80 -1.16
C 1.68 -4.44 0.33
S 2.69 -3.75 1.68
O 2.89 -2.24 1.38
C 1.36 -3.71 3.00
H 0.80 -5.00 0.64
H 2.36 -5.06 -0.25
H 1.17 -3.75 -0.34
H 0.93 -4.68 3.26
H 0.54 -3.00 2.82
H 1.85 -3.31 3.88
C -6.84 -1.95 0.60
S -5.10 -2.49 0.49
O -5.15 -3.96 0.23
C -4.51 -1.58 -1.18
H -7.28 -2.24 -0.36
H -6.78 -0.89 0.83
H -7.39 -2.38 1.43
H -5.28 -1.27 -1.88
H -3.76 -2.09 -1.77
H -4.05 -0.65 -0.83
C 1.44 4.20 3.04
S 1.25 5.18 4.56
O -0.24 5.09 4.97
C 2.01 4.01 5.79
H 1.11 3.16 3.04
H 2.47 4.11 2.69
H 0.79 4.75 2.36
H 2.86 3.36 5.57
H 1.24 3.29 6.07
H 2.26 4.47 6.74
C -1.87 -4.64 -4.54
S -1.29 -5.16 -2.85
O -0.55 -3.96 -2.39
C -2.92 -5.26 -2.00
H -2.50 -3.76 -4.45
H -2.35 -5.49 -5.02
H -1.08 -4.24 -5.17
H -2.65 -4.94 -0.99
H -3.34 -6.26 -1.96
H -3.55 -4.56 -2.55
C 5.40 -1.49 -0.62
S 3.80 -1.35 -1.54
O 4.04 -0.20 -2.57
C 4.14 -2.81 -2.70
H 6.25 -1.38 -1.30
H 5.62 -2.46 -0.17
H 5.34 -0.64 0.06
H 3.49 -2.65 -3.55
H 3.86 -3.71 -2.14
H 5.22 -2.93 -2.83
C -2.25 0.25 3.49
S -0.58 -0.57 3.81
O 0.35 0.22 4.66
C -0.98 -2.02 4.94
H -2.75 0.53 4.42
H -2.76 -0.48 2.87
H -1.94 1.12 2.91
H -1.94 -1.79 5.41
H -0.16 -2.24 5.62
H -1.05 -3.03 4.54
C 3.17 4.45 -2.86
S 2.13 4.61 -1.34
O 0.85 3.81 -1.54
C 3.23 3.48 -0.35
H 4.16 4.91 -2.87
H 2.72 4.85 -3.77
H 3.36 3.42 -3.15
H 4.19 3.94 -0.12
H 3.27 2.50 -0.82
H 2.77 3.21 0.60
*
```

Computed properties:
- Frontier orbital gap: 0.3050 hartree
- E_HOMO: -8.24 eV
- Molar mass: 781.4 g/mol
- E_LUMO: 0.06 eV

***

It turns out 1 is the most stable, with the second structure 0.755 eV higher.

***

--- 1 ---
C9H13INO | ωB97M-V with the def2-TZVPD basis set

Structure (ORCA input):
```
! wB97M-V def2-TZVPD RIJCOSX def2/J DEFGRID3
* xyz 1 1
C 2.21 -1.04 2.29
C 1.30 -1.88 1.59
C 2.15 0.32 2.00
C 0.36 -1.31 0.71
C 1.34 0.92 0.99
C 0.43 0.02 0.52
C -1.11 -0.05 -2.60
C -1.28 0.85 -1.42
C -1.96 2.01 -1.24
N -2.63 -1.50 0.95
O -2.71 2.53 -2.23
I -1.85 3.16 0.52
H 2.93 -1.48 3.00
H 1.30 -2.97 1.63
H 2.89 0.95 2.55
H -0.43 -1.88 0.27
H 1.56 1.92 0.82
H -0.04 0.17 -2.99
H -1.19 -1.12 -2.39
H -1.93 0.34 -3.27
H -0.59 0.42 -0.58
H -2.91 -1.04 0.07
H -3.26 -1.21 1.76
H -2.76 -2.52 0.91
H -3.35 3.12 -1.99
*
```

Computed properties:
- Frontier orbital gap: 0.2344 hartree
- E_HOMO: -12.67 eV
- Molar mass: 278.1 g/mol
- E_LUMO: -6.29 eV

***

--- 2 ---
C9H13INO | ωB97M-V with the def2-TZVPD basis set

Structure (ORCA input):
```
! wB97M-V def2-TZVPD RIJCOSX def2/J DEFGRID3
* xyz 1 1
C 2.04 3.21 0.07
C 1.10 3.13 -0.91
C 2.03 2.26 1.06
C 0.09 2.24 -0.87
C 1.15 1.16 1.06
C 0.24 1.31 0.09
C 0.46 -1.57 -0.51
C -1.03 -1.19 -0.46
C -1.32 0.00 0.49
N -1.92 -2.25 0.17
O -1.24 -0.52 1.74
I -3.17 1.01 -0.10
H 2.72 4.08 0.10
H 1.26 3.89 -1.67
H 2.59 2.37 1.88
H -0.72 2.24 -1.59
H 0.93 0.50 1.84
H 0.94 -1.67 0.45
H 0.76 -2.32 -1.29
H 0.77 -0.64 -0.95
H -1.34 -0.90 -1.45
H -1.81 -2.12 1.17
H -1.73 -3.23 0.05
H -3.02 -1.98 0.00
H -0.97 0.20 2.33
*
```

Computed properties:
- Frontier orbital gap: 0.3545 hartree
- E_HOMO: -12.80 eV
- Molar mass: 278.1 g/mol
- E_LUMO: -3.16 eV

***

It turns out 2 is the most stable, with the second structure 2.170 eV higher.

***

--- 1 ---
C3H6FN | ωB97M-V with the def2-TZVPD basis set

Structure (ORCA input):
```
! wB97M-V def2-TZVPD RIJCOSX def2/J DEFGRID3
* xyz 0 1
F -0.04 -1.37 -1.26
C -0.79 -0.84 -0.25
C 0.21 -0.07 0.55
C -0.08 1.32 1.08
N 0.92 1.11 0.03
H -1.49 -0.17 -0.77
H -1.27 -1.60 0.32
H 0.90 -0.64 1.20
H 0.37 1.48 2.05
H -1.04 1.78 0.88
H 0.46 1.26 -0.88
*
```

Computed properties:
- Frontier orbital gap: 0.4029 hartree
- Structure (SMILES): FC[C@@H]1CN1
- E_HOMO: -9.84 eV
- Molar mass: 75.1 g/mol
- E_LUMO: 1.12 eV

***

--- 2 ---
C3H6FN | ωB97M-V with the def2-TZVPD basis set

Structure (ORCA input):
```
! wB97M-V def2-TZVPD RIJCOSX def2/J DEFGRID3
* xyz 0 1
C 0.61 -1.51 1.38
C 0.26 0.75 0.26
C -0.35 0.30 -1.07
N -1.12 -0.90 -0.94
F 1.86 -1.57 1.81
H -1.91 -0.78 -0.30
H -0.53 1.10 0.82
H 0.60 -0.30 0.79
H 1.00 1.49 0.32
H 0.50 0.29 -1.88
H -0.91 1.14 -1.18
*
```

Computed properties:
- Frontier orbital gap (alpha / beta): 0.2043 / 0.2066 hartree
- E_HOMO (alpha / beta): -7.21 / -7.21 eV
- Molar mass: 75.1 g/mol
- E_LUMO (alpha / beta): -1.65 / -1.59 eV

***

It turns out 1 is the most stable, with the second structure 7.846 eV higher.